Record 1
{"formula": "C66H63N3O2P2Pd", "method": "ωB97M-V/def2-TZVPD", "species": ["C", "C", "O", "C", "C", "C", "C", "C", "C", "C", "N", "C", "C", "O", "H", "H", "H", "H", "H", "H", "H", "H", "H", "H", "C", "N", "C", "C", "C", "C", "C", "C", "C", "C", "C", "C", "C", "C", "N", "C", "C", "C", "C", "Pd", "P", "C", "C", "C", "C", "C", "C", "C", "C", "C", "C", "C", "C", "C", "C", "C", "C", "C", "C", "P", "C", "C", "C", "C", "C", "C", "C", "C", "C", "C", "C", "C", "C", "C", "C", "C", "C", "C", "C", "C", "H", "H", "H", "H", "H", "H", "H", "H", "H", "H", "H", "H", "H", "H", "H", "H", "H", "H", "H", "H", "H", "H", "H", "H", "H", "H", "H", "H", "H", "H", "H", "H", "H", "H", "H", "H", "H", "H", "H", "H", "H", "H", "H", "H", "H", "H", "H", "H", "H", "H", "H", "H", "H"], "xyz": [[1.9678, -0.3119, 4.7760], [0.8598, 0.5384, 4.2028], [1.2713, 0.8774, 2.8557], [0.2713, 1.5347, 2.2006], [0.7092, 2.0405, 0.9149], [-0.1286, 2.0374, -0.2112], [-1.5217, 2.2940, -0.0672], [-2.3457, 2.2216, -1.1732], [-1.7933, 1.9277, -2.4359], [-2.6493, 1.7158, -3.5698], [-3.3313, 1.5126, -4.5003], [-0.3971, 1.8448, -2.6125], [0.4370, 1.9560, -1.5173], [-0.8274, 1.7121, 2.7504], [1.7338, -0.6187, 5.7975], [2.0944, -1.2087, 4.1553], [2.9208, 0.2320, 4.7776], [-0.0894, -0.0100, 4.1420], [0.7144, 1.4691, 4.7769], [1.7876, 2.0139, 0.7923], [-1.8950, 2.5365, 0.9261], [-3.4206, 2.3548, -1.0576], [0.0168, 1.6655, -3.6139], [1.5347, 1.9538, -1.6364], [5.6215, 2.7063, -6.6511], [5.1341, 4.0725, -6.5088], [5.0961, 4.8674, -7.7227], [4.6144, 4.5334, -5.3373], [4.0572, 5.8429, -5.2287], [3.6048, 6.3257, -4.0192], [3.6592, 5.5472, -2.8129], [2.6934, 5.7423, -1.7318], [1.4268, 6.2966, -1.8315], [0.4154, 5.8489, -0.9327], [0.4558, 6.0356, 0.4781], [0.4055, 7.2401, 1.2565], [0.2952, 7.1558, 2.6324], [0.1925, 5.8879, 3.2930], [-0.0649, 5.7437, 4.6121], [-0.3966, 4.4546, 5.1732], [-0.1059, 6.8670, 5.5070], [0.3986, 4.7258, 2.5258], [0.6197, 4.8305, 1.1792], [5.2824, 6.8320, -1.5704], [6.6556, 8.2309, -2.6767], [7.4807, 9.4644, -1.6437], [8.8652, 9.4323, -1.4118], [9.4202, 10.2547, -0.4307], [8.6151, 11.0905, 0.3404], [7.2431, 11.1381, 0.0989], [6.6759, 10.3497, -0.9031], [7.8876, 7.1805, -3.4701], [8.9915, 7.7123, -4.1619], [9.8712, 6.8435, -4.8166], [9.6525, 5.4612, -4.8067], [8.5506, 4.9411, -4.1209], [7.6842, 5.7929, -3.4359], [5.7293, 9.0741, -3.9857], [5.9927, 8.8016, -5.3398], [5.2257, 9.4183, -6.3294], [4.1940, 10.2958, -5.9855], [3.9029, 10.5268, -4.6410], [4.6428, 9.8952, -3.6407], [5.9935, 6.5845, 0.6027], [5.6963, 4.8124, 0.8072], [6.6828, 3.8092, 0.7194], [6.2855, 2.5051, 0.3798], [4.9501, 2.2251, 0.0788], [3.9846, 3.2321, 0.2189], [4.3348, 4.4406, 0.8242], [7.7403, 6.8455, 0.9884], [8.1188, 7.5949, 2.1141], [9.4726, 7.7453, 2.4174], [10.4453, 7.1643, 1.5946], [10.0692, 6.4436, 0.4566], [8.7174, 6.2902, 0.1445], [4.9887, 7.2586, 1.9598], [4.6860, 6.4837, 3.0963], [3.8076, 6.9782, 4.0639], [3.3136, 8.2789, 3.9505], [3.6517, 9.0677, 2.8495], [4.4674, 8.5583, 1.8354], [4.2476, 4.2325, -2.9571], [4.6660, 3.7314, -4.1631], [6.4393, 2.5000, -5.9422], [4.8242, 1.9606, -6.4773], [6.0043, 2.5919, -7.6750], [5.6268, 5.8254, -7.6049], [5.5882, 4.2969, -8.5206], [4.0617, 5.0917, -8.0334], [3.9815, 6.4632, -6.1226], [3.1366, 7.3083, -3.9525], [2.8978, 5.2022, -0.8097], [1.1809, 7.0546, -2.5990], [-0.4899, 5.3776, -1.3498], [0.4398, 8.2074, 0.7217], [0.2573, 8.0756, 3.2238], [0.4548, 3.7644, 5.1759], [-0.7098, 4.6191, 6.2067], [-1.2125, 3.9646, 4.6319], [-0.8515, 7.6131, 5.1993], [-0.3780, 6.4688, 6.4895], [0.8797, 7.3522, 5.5582], [0.3449, 3.7484, 2.9955], [0.8945, 3.9714, 0.5629], [9.4941, 8.7541, -1.9858], [10.4957, 10.2323, -0.2586], [9.0605, 11.7205, 1.1178], [6.6077, 11.7994, 0.6885], [5.6058, 10.3955, -1.0992], [9.1484, 8.7932, -4.1783], [10.7299, 7.2567, -5.3421], [10.3401, 4.7944, -5.3316], [8.3642, 3.8691, -4.1086], [6.8379, 5.3852, -2.8637], [6.7832, 8.0974, -5.6092], [5.4396, 9.2121, -7.3785], [3.6223, 10.8028, -6.7664], [3.0940, 11.2023, -4.3686], [4.3599, 10.0167, -2.5944], [7.7201, 4.0472, 0.9419], [7.0328, 1.7077, 0.3320], [4.6328, 1.2242, -0.2407], [2.9793, 3.1121, -0.1851], [3.5720, 5.1143, 1.2289], [7.3415, 8.0195, 2.7542], [9.7626, 8.3068, 3.3075], [11.5020, 7.2651, 1.8552], [10.8301, 5.9871, -0.1817], [8.4173, 5.7385, -0.7507], [5.1204, 5.4875, 3.2122], [3.5215, 6.3452, 4.9081], [2.6675, 8.6799, 4.7364], [3.2765, 10.0881, 2.7815], [4.7039, 9.1473, 0.9493], [4.2512, 3.5753, -2.0869], [5.0522, 2.7070, -4.2127]], "total_charge": 0, "lumo_ha": -0.0696, "max_force_ha_per_bohr": 0.0470, "homo_lumo_gap_ev": 3.543}

***

Record 2
{"formula": "C66H67F3N3O16S", "method": "ωB97M-V/def2-TZVPD", "species": ["C", "O", "C", "C", "C", "C", "C", "C", "C", "N", "C", "N", "O", "C", "S", "O", "O", "N", "C", "O", "C", "C", "O", "C", "C", "O", "C", "C", "C", "C", "O", "C", "O", "C", "C", "O", "C", "C", "F", "F", "F", "H", "H", "H", "H", "H", "H", "H", "H", "H", "H", "H", "H", "H", "H", "H", "H", "H", "H", "H", "H", "H", "H", "H", "H", "H", "H", "H", "H", "H", "H", "H", "H", "H", "H", "H", "H", "H", "H", "H", "H", "H", "H", "H", "C", "C", "C", "C", "C", "C", "C", "O", "C", "C", "C", "C", "C", "C", "C", "O", "H", "H", "H", "H", "H", "H", "H", "H", "C", "C", "C", "C", "C", "C", "C", "O", "C", "C", "C", "C", "C", "C", "C", "O", "H", "H", "H", "H", "H", "H", "H", "H", "C", "C", "C", "C", "C", "C", "C", "O", "C", "C", "C", "C", "C", "C", "C", "O", "H", "H", "H", "H", "H", "H", "H", "H"], "xyz": [[-8.5764, 2.8337, -7.9601], [-8.4701, 1.5355, -7.4061], [-8.6388, 1.4306, -6.0138], [-7.7254, 0.3219, -5.4723], [-8.3534, -0.5062, -4.3471], [-8.1449, 0.0392, -2.9325], [-6.6710, 0.1152, -2.5073], [-6.3662, 1.2611, -1.5206], [-5.2968, 2.2586, -2.0268], [-4.3353, 2.6184, -0.9703], [-4.3197, 3.8570, -0.4442], [-4.3594, 4.9794, -1.1378], [-4.3668, 4.9388, -2.5102], [-4.3688, 6.3214, -0.5769], [-5.9738, 6.8107, 0.0343], [-5.8564, 8.1787, 0.4318], [-6.9082, 6.3663, -0.9593], [-4.1792, 4.0344, 0.9479], [-3.3255, 2.9796, 1.5312], [-4.1923, 1.9340, 1.9458], [-2.5365, 3.5366, 2.7265], [-3.3070, 4.4091, 3.6940], [-4.4076, 3.6697, 4.2318], [-5.3787, 4.4458, 4.8002], [-6.7482, 4.1222, 4.2969], [-5.1291, 5.2888, 5.6149], [-2.3696, 2.4771, 0.4657], [-3.0672, 1.8537, -0.7982], [-3.3124, 0.3647, -0.4940], [-3.4974, -0.6106, -1.6487], [-2.2276, -1.1594, -2.0409], [-2.1864, -1.5591, -3.3514], [-2.0683, -0.7895, -4.2541], [-2.1201, 2.0779, -1.9812], [-0.7137, 1.5455, -1.7184], [0.1068, 1.7346, -2.8715], [0.7943, 2.9459, -2.7317], [1.3293, 3.4547, -4.0732], [2.6583, 3.5885, -4.0435], [0.8244, 4.6733, -4.3441], [1.0159, 2.6607, -5.0885], [-9.5617, 2.9826, -8.4055], [-7.8209, 2.9300, -8.7387], [-8.3988, 3.6091, -7.2118], [-8.3913, 2.3806, -5.5263], [-9.6801, 1.1967, -5.7609], [-6.7868, 0.7875, -5.1661], [-7.4856, -0.3336, -6.3089], [-7.9670, -1.5275, -4.3882], [-9.4237, -0.5844, -4.5474], [-8.6494, 1.0032, -2.8255], [-8.6537, -0.6408, -2.2456], [-6.4351, -0.8223, -2.0017], [-6.0223, 0.1850, -3.3798], [-7.2763, 1.8318, -1.3319], [-6.0360, 0.8892, -0.5523], [-4.7750, 1.8889, -2.9095], [-5.8212, 3.1548, -2.3473], [-5.2961, 5.0090, -2.7906], [-4.1862, 7.0117, -1.3999], [-3.6009, 6.4480, 0.1813], [-6.1082, 6.0626, 1.1556], [-5.0987, 3.9090, 1.3726], [-3.7586, 1.4175, 2.6452], [-1.6927, 4.1183, 2.3478], [-2.1131, 2.6898, 3.2734], [-2.6386, 4.7045, 4.5047], [-3.6565, 5.3257, 3.2124], [-7.4892, 4.4346, 5.0284], [-6.8559, 3.0563, 4.1063], [-6.9441, 4.6747, 3.3752], [-1.7231, 1.7505, 0.9523], [-1.7255, 3.2986, 0.1378], [-4.1627, 0.2578, 0.1750], [-2.4526, 0.0652, 0.0857], [-3.9821, -0.1616, -2.5156], [-4.1388, -1.4317, -1.3185], [-2.2634, -2.6456, -3.4728], [-2.0518, 3.1457, -2.2137], [-2.4642, 1.5840, -2.8927], [-0.7374, 0.4909, -1.4627], [-0.2282, 2.0779, -0.8969], [1.6498, 2.8371, -2.0558], [0.1648, 3.7404, -2.3225], [4.8979, -1.3115, 4.3046], [6.1427, -1.8200, 3.9511], [6.5383, -1.8308, 2.6240], [5.6865, -1.3419, 1.6417], [4.4285, -0.8453, 1.9959], [4.0429, -0.8253, 3.3301], [3.4831, -0.3481, 0.9597], [2.3900, 0.0928, 1.2608], [3.9144, -0.4174, -0.4656], [3.0257, -0.0115, -1.4488], [3.3950, -0.0617, -2.7819], [4.6626, -0.5113, -3.1364], [5.5555, -0.9182, -2.1579], [5.1819, -0.8798, -0.8195], [6.1385, -1.3524, 0.2209], [7.2455, -1.7442, -0.0809], [4.5952, -1.2976, 5.3430], [6.8060, -2.2063, 4.7130], [7.5083, -2.2171, 2.3427], [3.0715, -0.4308, 3.5943], [2.0378, 0.3319, -1.1731], [2.6894, 0.2455, -3.5438], [4.9521, -0.5470, -4.1780], [6.5421, -1.2726, -2.4223], [8.3529, -4.6351, 0.1776], [8.1161, -5.8519, -0.4539], [9.1749, -6.6697, -0.8106], [10.4783, -6.2700, -0.5441], [10.7169, -5.0408, 0.0744], [9.6497, -4.2307, 0.4396], [12.1069, -4.5699, 0.3395], [12.3133, -3.5069, 0.8855], [13.2328, -5.4462, -0.0922], [14.5379, -5.0105, 0.0987], [15.5976, -5.8144, -0.2843], [15.3591, -7.0607, -0.8536], [14.0607, -7.4989, -1.0496], [12.9934, -6.6920, -0.6765], [11.6035, -7.1728, -0.9211], [11.3939, -8.2610, -1.4130], [7.5280, -4.0017, 0.4606], [7.1016, -6.1619, -0.6685], [9.0029, -7.6195, -1.2975], [9.8446, -3.2826, 0.9219], [14.7121, -4.0417, 0.5455], [16.6134, -5.4718, -0.1387], [16.1892, -7.6894, -1.1468], [13.8635, -8.4643, -1.4940], [-0.6464, -2.0471, 1.0302], [0.1067, -3.1430, 1.4457], [0.2304, -3.4393, 2.7958], [-0.3916, -2.6348, 3.7431], [-1.1259, -1.5300, 3.3255], [-1.2533, -1.2462, 1.9799], [-1.7788, -0.6041, 4.2903], [-2.4231, 0.3582, 3.8937], [-1.6146, -0.8872, 5.7354], [-2.1719, -0.0185, 6.6663], [-2.0363, -0.2774, 8.0194], [-1.3501, -1.4080, 8.4475], [-0.7888, -2.2760, 7.5248], [-0.9112, -2.0186, 6.1670], [-0.2726, -2.9575, 5.1949], [0.3231, -3.9419, 5.5682], [-0.7513, -1.8260, -0.0241], [0.5966, -3.7697, 0.7125], [0.8085, -4.2919, 3.1240], [-1.8390, -0.3858, 1.7043], [-2.7079, 0.8558, 6.3242], [-2.4670, 0.4007, 8.7436], [-1.2509, -1.6110, 9.5052], [-0.2510, -3.1557, 7.8495]], "total_charge": 1, "lumo_ha": -0.1313, "max_force_ha_per_bohr": 0.0298, "homo_lumo_gap_ev": 6.999}